<1>
Computed, not measured: a 2-piece molecular cluster, CH2FIO overall, with the ωB97M-V functional and the def2-TZVPD basis.

Summary:
E_HOMO ... -9.54 eV
Frontier orbital gap ... 9.73 eV

Cartesian coordinates (Å):
C 0.64 -0.37 0.00
O -0.20 0.40 0.66
F 0.32 -1.69 0.07
I 2.70 0.04 0.02
H 0.16 0.01 -1.52
H -0.27 0.50 1.58


<2>
Computed, not measured: CH2FIO as an isolated structure, with the ωB97M-V functional and the def2-TZVPD basis.

Summary:
E_HOMO ... -9.65 eV
Frontier orbital gap ... 10.11 eV

Cartesian coordinates (Å):
C -0.62 -0.33 -0.26
O 0.33 -0.31 0.65
F -1.53 0.62 -0.04
I -1.46 -2.20 -0.77
H -0.12 -0.04 -1.49
H -0.07 -0.18 1.49


The computed energies, referenced to the most stable structure and given in kJ/mol, are <1> 137.6; <2> 0.0.


<1>
Computed, not measured: one molecule with the formula ClH2NP2, with the ωB97M-V functional and the def2-TZVPD basis.

Summary:
E_HOMO ... -9.14 eV
Frontier orbital gap ... 8.47 eV

Cartesian coordinates (Å):
N -0.91 -0.46 0.13
P -0.61 1.03 0.35
P 1.38 0.57 1.27
Cl 2.40 2.45 1.33
H -1.85 -0.60 -0.06
H 1.59 0.46 -0.18


<2>
Computed, not measured: one molecule with the formula ClH2NP2, with the ωB97M-V functional and the def2-TZVPD basis.

Summary:
E_HOMO (spin up / spin down) ... -8.31 / -8.68 eV
Frontier orbital gap (spin up / spin down) ... 6.63 / 7.24 eV

Cartesian coordinates (Å):
N -0.19 0.22 0.17
P 1.47 0.65 0.01
P -1.83 0.98 0.05
Cl 3.43 -0.85 0.08
H -0.12 -0.84 -0.04
H -2.76 -0.16 -0.27


The computed energies, referenced to the most stable structure and given in kJ/mol, are <1> 0.0; <2> 201.4.


<1>
Computed, not measured: a 2-piece molecular cluster, C9H13N2OS overall, with the ωB97M-V functional and the def2-TZVPD basis.

Summary:
Total charge ... +1
E_HOMO (spin up / spin down) ... -13.07 / -13.07 eV
Frontier orbital gap (spin up / spin down) ... 6.81 / 6.81 eV

Cartesian coordinates (Å):
C 0.53 -1.01 -3.85
C -0.32 -2.06 -3.44
C 1.27 -0.31 -2.98
C -0.63 -2.27 -2.09
C 1.09 -0.53 -1.60
C 0.06 -1.52 -1.15
C 1.50 -0.35 0.60
C 1.01 0.87 1.37
C -0.28 1.43 0.80
N 1.81 -0.03 -0.68
N -1.99 1.49 4.17
O -1.45 0.93 1.46
S 0.17 -1.72 0.46
H 0.81 -1.16 -4.88
H -1.05 -2.39 -4.16
H 1.86 0.58 -3.24
H -1.33 -3.00 -1.66
H 1.70 1.69 1.38
H 1.02 0.48 2.41
H 2.37 -0.79 1.09
H -0.48 1.02 -0.31
H -0.12 2.54 0.64
H -2.64 2.15 3.75
H -2.33 0.97 4.92
H -1.06 1.81 4.59
H -1.53 1.19 2.41


<2>
Computed, not measured: a 2-piece molecular cluster, C9H13N2OS overall, with the ωB97M-V functional and the def2-TZVPD basis.

Summary:
Total charge ... +1
E_HOMO ... -12.19 eV
Frontier orbital gap ... 8.46 eV

Cartesian coordinates (Å):
C -3.04 -0.85 0.57
C -3.64 1.10 -0.77
C -1.99 -0.25 0.04
C -0.34 -1.71 -0.42
C 0.21 -1.26 -1.76
C 1.34 -0.24 -1.35
C 0.22 -0.69 0.55
C 0.07 -0.73 1.98
C 1.77 1.11 0.79
N -2.33 0.89 -0.68
N 1.13 0.10 -0.01
O -0.93 -2.74 -0.17
S -4.52 0.01 0.15
H -2.96 -1.69 1.25
H -3.85 2.11 -0.98
H 0.63 -2.14 -2.28
H -0.59 -0.80 -2.35
H 2.37 -0.54 -1.35
H 1.37 0.58 -2.21
H -0.47 -1.56 2.33
H -0.43 0.34 2.30
H 1.12 -0.59 2.45
H 2.10 1.86 0.04
H 1.07 1.61 1.46
H 2.70 0.83 1.37
H -1.66 1.47 -1.21


The computed energies, referenced to the most stable structure and given in kJ/mol, are <1> 0.0; <2> 80.3.


<1>
Computed, not measured: one molecule with the formula C3H9N3O2, with the ωB97M-V functional and the def2-TZVPD basis.

Summary:
E_HOMO ... -8.92 eV
Frontier orbital gap ... 9.67 eV

Cartesian coordinates (Å):
N 0.72 -1.65 -0.52
C 0.24 -0.52 -1.23
N -1.32 -0.54 -1.19
N 0.66 0.71 -0.61
C -0.23 1.18 0.44
C 0.16 0.92 1.84
O -0.16 1.61 2.78
O 1.02 -0.11 1.99
H 1.28 -1.38 0.29
H 0.01 -2.30 -0.22
H 0.60 -0.54 -2.26
H -1.70 0.05 -1.93
H -1.67 -1.48 -1.38
H 0.83 1.43 -1.30
H -1.25 0.52 0.07
H -0.51 2.23 0.32
H 1.32 -0.13 2.92


<2>
Computed, not measured: C3H9N3O2 as an isolated structure, with the ωB97M-V functional and the def2-TZVPD basis.

Summary:
E_HOMO ... -8.61 eV
Frontier orbital gap ... 9.34 eV

Cartesian coordinates (Å):
C 0.83 0.06 -1.06
C -0.35 -0.95 0.79
N -0.06 -0.97 -0.64
C -1.61 -0.33 1.24
N 0.14 1.25 -1.39
N 1.79 0.36 0.18
O -2.15 0.55 0.34
O -2.21 -0.62 2.25
H -3.03 0.79 0.66
H 0.26 -1.88 -0.94
H 1.43 -0.28 -1.91
H -0.86 1.19 -1.19
H 0.52 2.10 -0.99
H 2.54 -0.33 0.22
H 2.24 1.27 0.08
H 0.75 -0.27 1.11
H -0.22 -1.92 1.27


The computed energies, referenced to the most stable structure and given in kJ/mol, are <1> 0.0; <2> 38.3.